Version one
# C4H10N4

C4H10N4 in the gas phase (ωB97M-V/def2-TZVPD, the OMol25 dataset).

Properties
2S+1	1
orbital gap	0.2794	hartree

Atoms and positions in Å:
C  -1.5094  1.0237  1.7651
N  -0.7332  0.7830  0.5957
C  -1.1696  0.7152  -0.6042
N  -0.1280  0.4407  -1.4412
C  0.9301  0.0569  -0.4947
N  1.8844  1.0587  -0.3192
C  1.1568  -1.2639  -0.1974
N  0.4405  -2.2869  -0.8724
H  -1.2156  0.2973  2.5312
H  -1.3125  2.0320  2.1454
H  -2.5898  0.9288  1.5827
H  -2.2093  0.5853  -0.9255
H  -0.2799  -0.1083  -2.2762
H  1.4686  1.9803  -0.2573
H  2.5336  0.8410  0.4235
H  1.6185  -1.5377  0.7438
H  0.5389  -3.2253  -0.5222
H  0.5759  -2.3210  -1.8773

=====

Version two
# C4H10N4

A molecular structure, C4H10N4 (ωB97M-V/def2-TZVPD, the OMol25 dataset).

Properties
2S+1	1
orbital gap	0.2318	hartree

Atoms and positions in Å:
C  0.7400  -0.0887  0.1640
C  -0.2685  0.9323  0.3704
C  0.1010  -1.1371  -0.4905
N  2.1311  0.1916  0.1178
N  -0.9955  0.9310  1.5866
N  0.0490  2.2345  -0.0496
N  -1.3013  -0.3312  -0.6322
C  0.2771  -2.4517  -0.7092
H  2.5441  0.2214  1.0448
H  2.6113  -0.5139  -0.4294
H  -1.7434  1.6094  1.6455
H  -1.3307  0.0002  1.7971
H  -0.7085  2.9017  -0.0611
H  0.6788  2.2572  -0.8371
H  -1.4251  0.1223  -1.5311
H  -2.1095  -0.8919  -0.3709
H  1.0398  -2.9898  -0.1659
H  -0.2899  -2.9972  -1.4491

=====

version one (0.0378 hartree below the next structure)

=====

Version one
# C7H8O2S

C7H8O2S in the gas phase (ωB97M-V/def2-TZVPD, the OMol25 dataset).

Properties
2S+1	1
orbital gap	0.2908	hartree

Atoms and positions in Å:
C  0.9452  1.9877  0.0206
C  -0.2018  1.2045  0.2565
C  2.1980  1.4889  -0.0738
C  -0.2826  -0.1764  0.3250
C  1.0886  -0.9533  0.3850
C  -2.1749  -1.0564  -0.7599
C  -1.4958  -0.9598  0.5688
O  1.1155  -2.0910  0.7135
O  3.8279  -0.4350  0.1332
S  2.5502  -0.1527  -0.5145
H  0.7770  3.0268  0.1939
H  -1.2354  1.7349  0.1098
H  3.0575  2.2544  -0.2395
H  -2.9108  -0.3546  -1.0181
H  -2.6907  -1.9932  -0.7425
H  -1.3819  -0.9120  -1.6004
H  -1.0860  -2.0588  0.7824
H  -2.1000  -0.5538  1.4600

=====

Version two
# C7H8O2S

C7H8O2S in the gas phase (ωB97M-V/def2-TZVPD, the OMol25 dataset).

Properties
2S+1	1
orbital gap (spin up / spin down)	0.3010 / 0.3010	hartree

Atoms and positions in Å:
C  0.3186  0.0262  -0.1888
C  -1.0731  -0.3661  0.1109
C  1.3673  -0.1087  0.8476
C  0.9643  1.2264  0.3686
C  1.1857  2.5409  0.4069
C  0.6607  -0.4266  -1.6599
C  -1.1614  -1.5946  0.8642
O  2.1464  -0.7816  1.4896
O  -3.5955  0.0716  0.1879
S  -2.3301  0.6279  -0.3117
H  2.0454  2.8323  0.9774
H  0.6190  3.2875  -0.1000
H  0.5189  0.3396  -2.3581
H  0.1628  -1.2848  -2.0846
H  1.6946  -0.4879  -1.9351
H  -1.4687  -1.3993  1.8603
H  -0.1524  -2.2339  0.9512
H  -1.9026  -2.2689  0.5737

=====

version one (0.0469 hartree below the next structure)

=====

Version one
# C7H8O2S

C7H8O2S in the gas phase (ωB97M-V/def2-TZVPD, the OMol25 dataset).

Properties
2S+1	1
orbital gap (spin up / spin down)	0.2681 / 0.2680	hartree

Atoms and positions in Å:
C  -1.8974  -0.8619  0.1304
C  -0.5156  -0.7127  0.3143
C  -2.8626  -0.4513  -0.8717
C  0.5487  -0.0775  -0.4058
C  -2.8764  0.5592  -1.7058
C  2.0055  0.3527  1.6092
C  1.9830  -0.1646  0.1505
O  -2.9445  1.3234  -2.5742
O  1.6284  1.7274  -1.8628
S  0.3574  1.0156  -1.6384
H  -2.4210  -1.6573  0.7000
H  -0.1356  -1.1394  1.2678
H  -3.8414  -0.6254  -0.4239
H  3.0780  0.6355  1.8281
H  1.7410  -0.4621  2.2641
H  1.5410  1.3291  1.5941
H  2.0788  -1.2504  0.1988
H  2.5329  0.4597  -0.5745

=====

Version two
# C7H8O2S

A molecular structure, C7H8O2S (ωB97M-V/def2-TZVPD, the OMol25 dataset).

Properties
2S+1	1
orbital gap	0.3433	hartree

Atoms and positions in Å:
C  -1.0076  -0.2692  1.5437
C  0.3193  -0.1829  1.7439
C  -0.0994  1.3963  0.2081
C  -1.2711  0.4101  0.1873
C  0.9980  0.3261  0.5356
C  -0.8829  -0.5507  -0.9638
C  0.9777  -0.6342  -0.5647
O  1.3618  -1.4801  -3.0026
O  -0.6550  0.0287  -2.1758
S  1.0607  -0.2340  -2.3859
H  -1.8406  -0.6958  2.2826
H  0.8943  -0.4918  2.5978
H  0.1099  1.8262  -0.7188
H  -0.1464  2.1885  0.9640
H  -2.2562  0.8207  0.0767
H  2.0623  0.6248  0.6151
H  -1.1179  -1.5686  -0.8010
H  1.4932  -1.5142  -0.1422

=====

version one (0.0222 hartree below the next structure)

=====

Version one
# C2H2N2O2

C2H2N2O2 in the gas phase (ωB97M-V/def2-TZVPD, the OMol25 dataset).

Properties
2S+1	1
orbital gap	0.4177	hartree

Atoms and positions in Å:
N  -1.0192  0.9272  1.9702
C  -0.9068  0.4885  0.9310
C  -0.4591  -0.1232  -0.3219
N  0.9696  -0.1773  -0.2703
O  1.4243  -1.0974  0.3514
O  1.5713  0.5719  -0.9990
H  -0.9214  -1.1369  -0.3689
H  -0.6588  0.5471  -1.2925

=====

Version two
# C2H2N2O2

C2H2N2O2 in the gas phase (ωB97M-V/def2-TZVPD, the OMol25 dataset).

Properties
2S+1	1
orbital gap	0.3720	hartree

Atoms and positions in Å:
C  -0.4911  -0.2507  0.3234
C  0.9169  0.4361  -0.7207
O  1.4332  -0.7637  -0.7913
O  -1.4645  -0.5521  1.1490
N  0.8427  -0.5891  0.6713
N  -0.5027  0.5014  -0.7395
H  -2.2766  -0.1070  0.8610
H  1.5419  1.3251  -0.7533

=====

version one (0.0262 hartree below the next structure)

=====

Version one
# C2H2N2O2

2 unconnected molecules or ions with the total composition C2H2N2O2 (ωB97M-V/def2-TZVPD, the OMol25 dataset).

Properties
2S+1	1
orbital gap (spin up / spin down)	0.3157 / 0.3679	hartree

Atoms and positions in Å:
C  0.8233  0.4522  1.1238
C  -0.2166  -0.0942  0.4067
N  1.5149  0.7244  2.0336
N  0.0573  -0.7764  -0.7784
O  -0.8757  -1.4619  -1.1762
O  1.2049  -0.7849  -1.2108
H  -1.2397  0.1461  0.6660
H  -1.2682  1.7949  -1.0646

=====

Version two
# C2H2N2O2

C2H2N2O2 in the gas phase (ωB97M-V/def2-TZVPD, the OMol25 dataset).

Properties
2S+1	1
orbital gap	0.3815	hartree

Atoms and positions in Å:
C  -0.2240  1.3524  0.0310
N  0.3070  0.7703  0.9581
O  0.3826  -0.6417  1.1667
C  0.3302  -1.2796  -0.0407
N  0.0148  -0.7639  -1.1654
O  -0.7723  0.5524  -0.9551
H  -0.1842  2.4596  -0.1274
H  0.4126  -2.2271  -0.0568

=====

version two (0.0974 hartree below the next structure)

=====

Version one
# C2H6ClN2

A gas-phase ion, C2H6ClN2 (charge +1) (ωB97M-V/def2-TZVPD, the OMol25 dataset).

Properties
2S+1	1
net charge	+1
orbital gap	0.3626	hartree

Atoms and positions in Å:
N  -1.3302  0.1514  -0.0996
C  -0.2296  1.0612  -0.1149
C  1.0489  -0.0864  0.2083
N  0.7472  -1.3541  -0.1098
Cl  2.6476  0.2305  0.6595
H  -2.1816  0.5440  -0.5195
H  -1.6252  -0.2257  0.7868
H  -0.1371  1.3755  -1.0681
H  -0.0756  1.8983  0.5200
H  1.3510  -2.0809  0.2464
H  -0.2155  -1.5139  -0.5091

=====

Version two
# C2H6ClN2

A gas-phase ion, C2H6ClN2 (charge +1) (ωB97M-V/def2-TZVPD, the OMol25 dataset).

Properties
2S+1	1
net charge	+1
orbital gap	0.3049	hartree

Atoms and positions in Å:
C  -1.4941  -0.8026  -0.2343
N  -0.2167  -0.8887  0.0106
C  0.5800  0.1752  0.4101
N  0.2484  1.2981  -0.2005
Cl  2.6570  -0.0438  0.1902
H  -1.9356  0.0981  0.1548
H  -1.9897  -1.7134  -0.4869
H  0.3041  -1.7791  -0.3453
H  0.7005  0.3115  1.5123
H  0.7190  2.1006  0.1417
H  0.4271  1.2442  -1.1525

=====

Version three
# C2H6ClN2

2 unconnected molecules or ions with the total composition C2H6ClN2 (ωB97M-V/def2-TZVPD, the OMol25 dataset).

Properties
2S+1	1
net charge	+1
orbital gap (spin up / spin down)	0.2437 / 0.2440	hartree

Atoms and positions in Å:
C  0.0740  0.1772  -0.5149
C  0.7680  0.0417  1.7879
N  -0.6665  -0.2153  -1.5581
N  -0.0819  -0.2030  0.7454
Cl  2.3151  -2.1566  0.9727
H  0.7419  1.1146  -0.6879
H  1.7010  0.7542  1.8979
H  0.6114  -0.3865  2.7129
H  -0.7278  0.3705  -2.3207
H  -1.4011  -0.9546  -1.5978
H  -0.7303  -1.0314  0.9995

=====

version one (0.0331 hartree below the next structure)